(1)
C44H49BrN9O2PY | wB97M-V/def2-TZVPD

Geometry (Å):
Y (0.17, 0.05, -0.15)
N (-2.43, 2.71, 2.74)
C (-3.52, 2.10, 2.15)
C (-3.02, 1.39, 1.11)
N (-1.65, 1.53, 1.06)
C (-1.34, 2.33, 2.05)
C (0.03, 2.76, 2.26)
N (1.03, 2.28, 1.55)
C (2.13, 2.99, 1.96)
C (1.79, 3.88, 2.93)
N (0.44, 3.73, 3.11)
H (-2.46, 3.29, 3.56)
H (-4.52, 2.24, 2.52)
H (-3.57, 0.77, 0.42)
H (3.10, 2.83, 1.53)
H (2.37, 4.60, 3.48)
H (-0.13, 4.26, 3.75)
N (0.07, 2.73, -3.03)
C (-1.14, 2.07, -2.89)
C (-2.15, 2.50, -3.77)
C (-3.37, 1.88, -3.76)
C (-3.58, 0.84, -2.85)
C (-2.55, 0.50, -2.01)
N (-1.34, 1.10, -2.00)
C (1.29, 2.64, -2.40)
C (2.31, 3.49, -2.88)
C (3.55, 3.43, -2.30)
C (3.78, 2.53, -1.27)
C (2.73, 1.73, -0.88)
N (1.50, 1.79, -1.41)
H (0.06, 3.40, -3.78)
H (-1.94, 3.31, -4.46)
H (-4.15, 2.20, -4.44)
H (-4.52, 0.30, -2.80)
H (-2.68, -0.31, -1.32)
H (2.10, 4.17, -3.69)
H (4.34, 4.08, -2.66)
H (4.75, 2.42, -0.80)
H (2.87, 0.99, -0.10)
C (1.56, -3.96, 3.52)
C (0.86, -3.12, 2.46)
C (0.12, -4.04, 1.48)
P (1.86, -1.87, 1.51)
C (3.24, -1.38, 2.66)
C (3.91, -0.12, 2.13)
C (4.32, -2.40, 2.98)
C (2.58, -2.82, 0.16)
C (3.32, -3.99, 0.37)
C (3.74, -4.82, -0.65)
C (4.54, -6.06, -0.38)
C (3.37, -4.45, -1.94)
C (2.63, -3.31, -2.20)
C (2.21, -2.46, -1.16)
N (1.46, -1.32, -1.42)
C (1.33, -0.99, -2.80)
C (2.39, -0.38, -3.51)
C (3.79, -0.37, -2.97)
C (2.15, 0.14, -4.77)
C (0.91, 0.02, -5.40)
C (0.65, 0.64, -6.74)
C (-0.07, -0.72, -4.75)
C (0.13, -1.25, -3.48)
C (-0.89, -2.21, -2.91)
H (0.82, -4.58, 4.02)
H (2.05, -3.35, 4.29)
H (2.30, -4.63, 3.09)
H (0.13, -2.50, 2.97)
H (0.80, -4.77, 1.05)
H (-0.33, -3.49, 0.65)
H (-0.67, -4.57, 2.01)
H (2.70, -1.12, 3.58)
H (4.42, -0.33, 1.18)
H (4.67, 0.24, 2.83)
H (3.19, 0.67, 1.98)
H (4.90, -2.64, 2.09)
H (3.94, -3.33, 3.40)
H (5.01, -1.97, 3.71)
H (3.56, -4.27, 1.39)
H (4.74, -6.17, 0.68)
H (5.49, -6.05, -0.91)
H (4.00, -6.96, -0.71)
H (3.66, -5.07, -2.78)
H (2.35, -3.08, -3.22)
H (3.82, -0.41, -1.88)
H (4.34, 0.51, -3.31)
H (4.32, -1.26, -3.33)
H (2.96, 0.63, -5.30)
H (1.59, 0.88, -7.25)
H (0.08, 1.57, -6.65)
H (0.08, -0.02, -7.39)
H (-1.01, -0.91, -5.25)
H (-1.10, -2.97, -3.66)
H (-1.84, -1.74, -2.66)
H (-0.52, -2.70, -2.02)
Br (0.16, 0.16, 4.85)
C (-1.35, -0.78, 4.15)
C (-2.27, -1.33, 5.04)
C (-3.33, -2.03, 4.48)
C (-3.43, -2.13, 3.10)
C (-2.45, -1.55, 2.32)
N (-1.42, -0.88, 2.85)
C (-2.54, -1.61, 0.81)
O (-3.60, -1.89, 0.29)
O (-1.45, -1.32, 0.18)
H (-2.14, -1.23, 6.10)
H (-4.07, -2.49, 5.13)
H (-4.24, -2.66, 2.62)

Total charge: +1
LUMO in eV: -2.1
E in a.u.: -5303.1726
Maximum force in eV/A: 0.5

---

(2)
C44H50BN11OP2PbTe | wB97M-V/def2-TZVPD

Geometry (Å):
Pb (1.55, -0.41, -0.65)
Te (-1.67, 0.40, -2.23)
C (-3.72, 0.02, -2.68)
C (-4.64, 1.06, -2.69)
C (-5.98, 0.76, -2.94)
N (-6.43, -0.47, -3.20)
C (-5.52, -1.45, -3.23)
C (-4.17, -1.25, -2.99)
C (-1.98, 0.29, -0.03)
P (-1.15, 1.81, 0.40)
C (-2.31, 3.06, -0.31)
C (-3.67, 2.98, -0.02)
C (-4.56, 3.94, -0.49)
C (-4.11, 4.99, -1.28)
C (-2.76, 5.05, -1.62)
C (-1.88, 4.10, -1.14)
C (-1.41, 2.10, 2.20)
C (-0.37, 2.59, 2.98)
C (-0.51, 2.78, 4.35)
C (-1.73, 2.49, 4.96)
C (-2.78, 2.00, 4.20)
C (-2.62, 1.81, 2.84)
P (-0.98, -1.20, 0.23)
C (-1.20, -1.95, 1.90)
C (-2.12, -1.52, 2.85)
C (-2.21, -2.17, 4.08)
C (-1.38, -3.25, 4.36)
C (-0.47, -3.69, 3.41)
C (-0.37, -3.04, 2.19)
C (-2.01, -2.50, -0.59)
C (-1.50, -3.44, -1.47)
C (-2.30, -4.49, -1.92)
C (-3.61, -4.60, -1.49)
C (-4.14, -3.65, -0.63)
C (-3.34, -2.61, -0.18)
H (-4.34, 2.08, -2.50)
H (-6.72, 1.55, -2.94)
H (-5.90, -2.44, -3.45)
H (-3.48, -2.09, -3.02)
H (-4.06, 2.15, 0.55)
H (-5.62, 3.85, -0.26)
H (-4.80, 5.74, -1.65)
H (-2.40, 5.86, -2.25)
H (-0.84, 4.14, -1.43)
H (0.59, 2.79, 2.52)
H (0.32, 3.15, 4.94)
H (-1.85, 2.64, 6.03)
H (-3.73, 1.77, 4.67)
H (-3.45, 1.40, 2.26)
H (-2.76, -0.68, 2.63)
H (-2.92, -1.82, 4.82)
H (-1.45, -3.75, 5.32)
H (0.18, -4.53, 3.62)
H (0.35, -3.37, 1.45)
H (-0.48, -3.35, -1.81)
H (-1.89, -5.23, -2.61)
H (-4.22, -5.43, -1.83)
H (-5.17, -3.72, -0.31)
H (-3.75, -1.85, 0.49)
B (4.96, -0.62, 1.91)
N (3.47, -0.60, 2.42)
C (3.23, -0.59, 3.73)
C (1.89, -0.33, 3.95)
C (1.37, -0.20, 2.67)
N (2.31, -0.37, 1.74)
N (5.08, -0.50, 0.37)
C (6.13, 0.05, -0.27)
C (5.97, -0.18, -1.63)
C (4.77, -0.89, -1.72)
N (4.24, -1.08, -0.50)
H (5.54, 0.33, 2.39)
H (5.46, -1.68, 2.27)
H (4.03, -0.76, 4.44)
H (1.36, -0.26, 4.89)
H (0.37, 0.06, 2.39)
H (6.91, 0.55, 0.27)
H (6.63, 0.12, -2.43)
H (4.26, -1.27, -2.59)
C (2.65, 2.66, 0.62)
C (1.35, 3.02, -0.11)
C (1.72, 3.20, -1.60)
C (0.85, 4.38, 0.47)
N (0.39, 1.89, -0.03)
H (3.39, 3.45, 0.48)
H (3.08, 1.73, 0.24)
H (2.49, 2.53, 1.69)
H (2.43, 4.02, -1.73)
H (0.83, 3.40, -2.20)
H (2.17, 2.28, -1.98)
H (0.92, 5.18, -0.27)
H (1.45, 4.68, 1.33)
H (-0.18, 4.33, 0.81)
C (2.16, 1.62, -5.15)
C (1.36, 0.41, -4.72)
N (0.99, -0.46, -5.70)
O (1.06, 0.22, -3.56)
H (2.30, 1.67, -6.24)
H (3.13, 1.60, -4.67)
H (1.64, 2.51, -4.81)
H (1.18, -0.28, -6.67)
H (0.41, -1.24, -5.45)
N (4.91, -5.78, 0.36)
C (4.19, -4.68, 0.06)
N (4.49, -3.53, 0.68)
N (3.22, -4.80, -0.82)
C (2.48, -3.77, -1.12)
N (1.81, -2.86, -1.41)
H (5.60, -5.77, 1.08)
H (4.60, -6.66, -0.02)
H (5.25, -3.44, 1.33)
H (4.08, -2.66, 0.34)

Total charge: 0
LUMO in eV: 0.3
E in a.u.: -3552.7165
Maximum force in eV/A: 1.2